[1]
Density functional theory data (wB97M-V/def2-TZVPD) for 9 unconnected molecules or ions with the total composition C20H48BrN17O12S at a distorted geometry.

Summary:
Energy above the lowest of the compared OMol25 structures with the same formula, charge and spin, eV: 5.9652
E_LUMO, eV: 0.3

Last column: Mulliken charge in e.
Cartesian coordinates (Å):
C 5.112 -0.503 -1.694  -1.007
C 5.293 0.184 -3.132  0.149
C 3.935 0.659 -3.832  -0.185
Br 2.414 -0.606 -3.548  -0.110
O 3.483 2.002 -3.407  -0.306
S 2.181 1.669 -2.340  0.840
O 2.619 2.297 -1.019  -0.670
O 0.755 2.377 -2.905  -0.352
C -0.254 2.476 -1.867  -0.661
C -0.907 1.081 -1.432  0.169
C -2.050 0.544 -2.401  0.047
O -2.376 1.169 -3.454  -0.736
N -2.739 -0.761 -2.087  -0.373
C -1.594 -1.742 -2.062  0.320
C -1.043 -2.202 -3.429  -0.264
C 0.161 -3.171 -3.432  -0.519
C 0.799 -3.666 -2.108  -0.373
C 0.200 -3.174 -0.752  -0.640
C -1.021 -2.189 -0.670  -0.388
H 4.644 0.228 -0.951  0.305
H 6.166 -0.761 -1.293  0.242
H 4.531 -1.496 -1.747  0.284
H 5.766 -0.615 -3.818  0.296
H 5.976 1.090 -3.026  -0.204
H 4.131 0.689 -4.962  0.425
H 0.145 2.977 -0.917  0.320
H -1.078 3.182 -2.265  0.258
H -0.055 0.344 -1.239  0.311
H -1.414 1.255 -0.402  0.292
H -3.029 -0.687 -1.085  0.493
H -1.477 -1.823 -4.413  0.365
H 0.575 -3.513 -4.433  0.344
H 1.705 -4.355 -2.139  0.347
H 0.688 -3.515 0.219  0.351
H -1.455 -1.807 0.316  0.489
C 8.300 2.839 -4.729  0.579
O 7.655 1.840 -5.017  -0.630
N 9.248 3.358 -5.550  -0.413
N 8.127 3.514 -3.569  -0.193
H 9.789 4.176 -5.332  0.156
H 9.408 2.885 -6.424  0.217
H 7.432 3.160 -2.932  0.172
H 8.647 4.336 -3.314  0.178
C 7.115 -3.951 -1.135  0.665
O 6.231 -3.648 -1.920  -0.612
N 6.899 -4.760 -0.068  -0.398
N 8.389 -3.504 -1.260  -0.393
H 7.612 -5.021 0.590  0.151
H 5.965 -5.113 0.060  0.221
H 8.589 -2.900 -2.041  0.226
H 9.130 -3.741 -0.626  0.155
C -5.607 2.851 -4.854  0.532
O -5.531 2.180 -5.872  -0.653
N -4.790 2.663 -3.790  -0.142
N -6.521 3.845 -4.701  -0.373
H -4.839 3.205 -2.946  0.163
H -4.094 1.931 -3.863  0.198
H -7.147 4.016 -5.471  0.232
H -6.601 4.408 -3.875  0.154
C -3.349 -3.410 2.686  0.669
O -2.281 -2.818 2.599  -0.653
N -4.097 -3.732 1.600  -0.333
N -3.876 -3.796 3.872  -0.340
H -4.974 -4.217 1.650  0.162
H -3.737 -3.462 0.699  0.224
H -3.350 -3.575 4.701  0.159
H -4.749 -4.282 3.965  0.128
C -6.025 -2.678 6.647  0.698
O -5.643 -3.780 6.275  -0.665
N -5.325 -1.541 6.404  -0.342
N -7.178 -2.498 7.333  -0.309
H -5.620 -0.629 6.701  0.164
H -4.461 -1.633 5.896  0.191
H -7.726 -3.318 7.533  0.136
H -7.508 -1.604 7.647  0.129
C -10.148 -3.449 9.774  0.678
O -9.012 -3.023 9.616  -0.660
N -10.427 -4.772 9.857  -0.391
N -11.226 -2.634 9.880  -0.393
H -11.351 -5.142 9.986  0.167
H -9.651 -5.411 9.783  0.222
H -11.059 -1.642 9.823  0.216
H -12.165 -2.963 10.009  0.164
C 9.686 5.895 -0.602  0.646
O 9.789 5.227 -1.620  -0.646
N 10.498 5.723 0.469  -0.414
N 8.753 6.867 -0.456  -0.371
H 10.431 6.261 1.314  0.162
H 11.205 5.009 0.399  0.218
H 8.130 7.025 -1.231  0.212
H 8.652 7.426 0.371  0.171
C -4.043 2.446 0.294  0.606
O -2.849 2.209 0.165  -0.628
N -4.526 3.258 1.265  -0.456
N -4.986 1.916 -0.524  -0.309
H -5.500 3.466 1.387  0.148
H -3.856 3.672 1.892  0.233
H -4.667 1.305 -1.260  0.180
H -5.969 2.097 -0.435  0.174

=====

[2]
Density functional theory data (wB97M-V/def2-TZVPD) for 3 unconnected molecules or ions with the total composition C20H48N3O.

Summary:
Energy above the lowest of the compared OMol25 structures with the same formula, charge and spin, eV: 0.0000
Charge: +1
E_LUMO, eV: -3.3

Last column: Mulliken charge in e.
Cartesian coordinates (Å):
C 6.940 0.647 3.313  -0.665
O 6.816 1.931 3.892  -0.359
C 5.528 2.494 3.834  -0.203
C 5.654 3.979 4.137  -0.756
C 4.327 4.678 4.434  -0.616
C 3.229 4.519 3.363  -0.624
C 1.839 4.275 3.962  -0.801
C 1.673 2.822 4.372  -0.616
N 0.257 2.529 4.786  -0.223
C -0.109 1.219 4.732  0.624
N -0.264 0.491 5.863  -0.447
N -0.266 0.662 3.553  -0.174
H 6.100 0.423 2.647  0.297
H 7.867 0.616 2.737  0.241
H 6.994 -0.121 4.092  0.242
H 5.098 2.318 2.837  0.363
H 4.874 2.009 4.584  0.160
H 6.291 4.055 5.024  0.309
H 6.189 4.467 3.318  0.260
H 3.947 4.352 5.412  0.354
H 4.530 5.747 4.546  0.341
H 3.463 3.686 2.692  0.360
H 3.171 5.418 2.746  0.397
H 1.042 4.544 3.265  0.376
H 1.728 4.908 4.852  0.309
H 1.921 2.171 3.529  0.384
H 2.347 2.551 5.191  0.299
H 0.128 2.854 5.739  0.311
H -0.447 -0.494 5.715  0.238
H -0.870 0.876 6.576  0.263
H -0.609 -0.280 3.442  0.145
H -0.045 1.200 2.728  0.210
C 1.092 -2.681 -1.522  -1.210
C 0.125 -2.973 -0.379  -0.248
C -1.345 -2.912 -0.792  -0.829
C -1.809 -1.551 -1.314  -0.229
C -1.608 -0.389 -0.343  -0.471
C -2.386 -0.551 0.960  -1.169
H 0.960 -1.673 -1.918  0.277
H 2.128 -2.771 -1.194  0.392
H 0.941 -3.384 -2.344  0.299
H 0.314 -2.276 0.445  0.091
H 0.332 -3.970 0.018  0.381
H -1.967 -3.215 0.055  0.323
H -1.524 -3.657 -1.572  0.396
H -2.870 -1.620 -1.570  0.410
H -1.292 -1.321 -2.249  0.044
H -1.924 0.535 -0.833  0.380
H -0.541 -0.269 -0.126  0.220
H -3.457 -0.642 0.774  0.325
H -2.246 0.322 1.606  0.389
H -2.067 -1.441 1.510  0.225
C -2.097 -0.811 -5.645  -1.209
C -3.503 -1.084 -5.117  -0.463
C -3.806 -2.570 -4.935  -0.181
C -3.748 -3.400 -6.218  -0.870
C -4.681 -2.924 -7.331  -0.400
C -6.157 -2.968 -6.949  -1.182
H -1.947 -1.242 -6.635  0.351
H -1.909 0.261 -5.725  0.375
H -1.342 -1.234 -4.978  0.214
H -4.237 -0.625 -5.784  0.378
H -3.621 -0.585 -4.150  0.327
H -4.791 -2.677 -4.473  0.356
H -3.091 -2.990 -4.217  0.032
H -3.993 -4.438 -5.970  0.392
H -2.723 -3.417 -6.597  0.342
H -4.521 -3.554 -8.208  0.373
H -4.413 -1.908 -7.636  0.220
H -6.456 -3.980 -6.667  0.294
H -6.786 -2.655 -7.782  0.381
H -6.378 -2.307 -6.109  0.276

=====

[3]
Density functional theory data (wB97M-V/def2-TZVPD) for a molecular structure, C20H48N6O8Zr at a distorted geometry.

Summary:
Energy above the lowest of the compared OMol25 structures with the same formula, charge and spin, eV: 0.0000
Charge: +2
E_LUMO, eV: -4.3

Last column: Mulliken charge in e.
Cartesian coordinates (Å):
Zr -23.147 -5.973 11.100  1.988
C -20.550 -7.231 9.442  -1.126
O -21.858 -6.942 9.763  -0.018
H -20.434 -8.306 9.256  0.282
H -20.198 -6.645 8.588  0.339
H -19.861 -7.028 10.288  0.230
C -25.642 -8.321 11.413  -1.284
O -24.739 -7.280 11.344  0.155
H -26.605 -8.040 10.963  0.319
H -25.286 -9.217 10.882  0.280
H -25.841 -8.639 12.448  0.315
C -20.887 -3.767 8.352  -0.866
C -22.165 -3.477 9.041  0.263
O -22.474 -4.063 10.089  -0.124
N -22.991 -2.562 8.517  -0.026
C -22.877 -1.917 7.206  -1.209
H -20.813 -4.841 8.181  -0.078
H -20.069 -3.559 9.054  0.186
H -20.703 -3.193 7.454  0.596
H -23.898 -2.526 8.958  0.246
H -23.849 -1.482 6.973  0.432
H -22.730 -2.657 6.420  0.401
H -22.130 -1.132 7.194  0.329
C -18.882 -5.287 12.685  -1.488
C -20.093 -4.567 12.198  0.325
O -21.093 -5.220 11.919  0.426
N -20.066 -3.239 11.979  0.043
C -19.129 -2.341 12.639  -1.107
H -19.210 -6.175 13.224  0.113
H -18.247 -4.750 13.386  0.620
H -18.311 -5.627 11.820  0.335
H -20.945 -2.869 11.651  0.139
H -19.354 -2.213 13.698  0.315
H -19.101 -1.368 12.156  0.386
H -18.121 -2.736 12.537  0.396
C -27.181 -3.946 11.177  -1.850
C -25.752 -3.552 11.383  0.836
O -24.860 -4.390 11.288  -0.718
N -25.472 -2.263 11.601  -0.076
C -26.460 -1.199 11.870  -1.065
H -27.752 -3.280 10.535  0.520
H -27.695 -4.011 12.143  0.491
H -27.210 -4.958 10.778  0.281
H -24.509 -1.973 11.660  0.266
H -27.377 -1.629 12.253  0.381
H -26.676 -0.636 10.964  0.308
H -26.046 -0.539 12.625  0.363
C -22.433 -3.950 14.965  -1.149
C -23.436 -4.866 14.377  0.375
O -23.412 -5.159 13.177  0.368
N -24.409 -5.318 15.151  -0.139
C -25.325 -6.348 14.705  -0.498
H -21.502 -4.508 15.098  0.248
H -22.759 -3.441 15.863  0.524
H -22.185 -3.235 14.177  0.141
H -24.372 -5.114 16.137  0.265
H -24.791 -7.279 14.478  0.050
H -25.816 -6.085 13.769  -0.019
H -26.042 -6.566 15.489  0.457
C -24.741 -7.809 7.908  -1.113
C -24.915 -6.348 8.237  0.547
O -24.216 -5.793 9.101  -0.299
N -25.884 -5.707 7.583  -0.122
C -26.208 -4.321 7.725  -0.268
H -25.712 -8.302 7.872  0.487
H -24.147 -8.256 8.702  -0.185
H -24.200 -7.951 6.975  0.402
H -26.422 -6.277 6.949  0.254
H -27.278 -4.158 7.850  0.373
H -25.873 -3.714 6.879  0.306
H -25.722 -3.925 8.618  -0.329
C -21.855 -8.071 14.724  -1.100
C -22.095 -8.388 13.262  0.602
O -22.236 -7.510 12.408  -0.868
N -21.929 -9.647 12.895  -0.176
C -22.006 -10.107 11.500  -0.537
H -20.794 -8.224 14.922  0.433
H -22.474 -8.669 15.388  0.455
H -22.052 -7.016 14.899  -0.131
H -21.704 -10.360 13.569  0.260
H -21.000 -10.316 11.139  0.297
H -22.430 -9.327 10.871  -0.137
H -22.649 -10.979 11.429  0.359

=====

[4]
Density functional theory data (wB97M-V/def2-TZVPD) for 8 unconnected molecules or ions with the total composition C20H48N9O15S at a distorted geometry.

Summary:
Spin multiplicity: 2
⟨S²⟩: 0.75
E_LUMO (alpha / beta), eV: -0.5 / -0.5

Last column: Mulliken charge in e.
Cartesian coordinates (Å):
C 5.247 -2.274 0.366  -1.313
C 3.973 -1.343 0.486  0.659
C 3.744 -0.446 -0.788  -1.185
C 2.193 -0.145 -0.935  0.385
N 1.663 -0.490 -2.265  -0.110
C 0.545 -1.432 -2.220  1.569
S -0.112 -1.530 -3.968  -0.246
C 1.022 -2.859 -1.828  -2.249
C -0.098 -3.911 -1.569  1.829
C 0.576 -5.073 -0.740  -1.691
C -0.623 -4.613 -2.889  -1.384
N -1.298 -3.405 -0.844  0.507
O -1.635 -4.170 0.151  -0.642
C -1.131 -2.046 -0.278  1.712
C -0.276 -2.024 1.041  -1.268
C -2.575 -1.585 0.174  -1.662
C -0.671 -0.977 -1.314  -1.921
H 5.876 -2.114 1.254  0.316
H 5.748 -2.032 -0.585  0.355
H 4.904 -3.323 0.304  0.304
H 4.026 -0.694 1.381  0.405
H 3.114 -2.026 0.663  -0.445
H 4.171 -0.890 -1.700  0.510
H 4.231 0.520 -0.543  0.243
H 1.705 -0.669 -0.097  -0.645
H 2.071 0.954 -0.816  0.492
H 1.410 0.347 -2.773  0.158
H -0.695 -0.302 -4.119  0.153
H 1.656 -2.817 -0.919  -0.431
H 1.679 -3.252 -2.629  0.804
H 1.465 -5.380 -1.334  0.409
H -0.078 -5.962 -0.726  0.486
H 0.846 -4.757 0.281  0.205
H -1.677 -4.302 -3.022  0.323
H -0.551 -5.712 -2.829  0.329
H -0.084 -4.264 -3.786  0.317
H 0.596 -2.693 0.917  -0.180
H 0.128 -1.018 1.251  0.385
H -0.848 -2.365 1.914  0.459
H -2.799 -2.029 1.162  0.335
H -2.535 -0.487 0.324  0.360
H -3.340 -1.893 -0.555  0.472
H -0.483 -0.034 -0.764  0.317
H -1.541 -0.763 -1.965  0.542
C 2.927 2.422 -5.413  -0.761
N 1.569 2.944 -5.120  0.867
O 1.107 3.772 -5.871  -0.523
O 1.011 2.502 -4.141  -0.480
H 3.297 2.905 -6.311  0.343
H 3.558 2.653 -4.559  0.268
H 2.839 1.347 -5.557  0.285
C -1.564 4.987 -4.730  -0.742
N -2.924 5.498 -4.419  0.875
O -3.398 6.330 -5.164  -0.519
O -3.469 5.048 -3.440  -0.532
H -1.204 5.477 -5.628  0.328
H -0.926 5.218 -3.881  0.293
H -1.643 3.914 -4.880  0.278
C -4.783 8.826 -4.915  -0.702
N -5.079 10.198 -5.402  0.873
O -6.214 10.605 -5.287  -0.530
O -4.158 10.818 -5.885  -0.532
H -5.694 8.397 -4.512  0.330
H -4.425 8.250 -5.758  0.305
H -4.021 8.910 -4.145  0.265
C -1.288 -1.617 5.628  -0.790
N -0.722 -0.739 4.574  0.770
O 0.166 -1.195 3.887  -0.324
O -1.195 0.380 4.476  -0.518
H -0.775 -2.572 5.598  0.267
H -1.132 -1.122 6.584  0.315
H -2.348 -1.738 5.418  0.303
C 1.763 1.446 4.644  -0.349
N 2.877 1.413 5.625  0.965
O 3.905 0.869 5.291  -0.543
O 2.677 1.937 6.699  -0.574
H 2.080 0.945 3.737  0.149
H 0.919 0.936 5.087  0.066
H 1.534 2.490 4.447  0.294
C 1.918 -6.533 3.470  -0.759
N 1.924 -5.048 3.500  0.893
O 1.026 -4.495 4.092  -0.498
O 2.831 -4.494 2.924  -0.496
H 1.053 -6.887 4.021  0.300
H 1.866 -6.838 2.428  0.268
H 2.840 -6.873 3.934  0.301
C -3.838 2.735 6.403  -0.684
N -4.297 1.384 6.811  0.895
O -5.228 0.901 6.207  -0.526
O -3.705 0.856 7.725  -0.518
H -4.456 3.080 5.581  0.304
H -3.940 3.389 7.265  0.296
H -2.799 2.648 6.096  0.235

=====

[5]
Density functional theory data (wB97M-V/def2-TZVPD) for a molecular structure, C20H48N9OPRu at a distorted geometry.

Summary:
Spin multiplicity: 2
⟨S²⟩: 1.11
Energy above the lowest of the compared OMol25 structures with the same formula, charge and spin, eV: 3.1333
Charge: +3
E_LUMO (alpha / beta), eV: -8.9 / -11.7

Last column: Mulliken charge in e.
Cartesian coordinates (Å):
Ru -0.111 0.227 0.692  0.708
N 1.761 0.118 -0.689  -0.331
C 1.979 1.430 -1.322  -0.641
C 1.885 2.504 -0.262  -0.515
N 0.524 2.515 0.311  -0.359
H 2.590 -0.137 -0.161  0.222
H 1.626 -0.594 -1.398  0.254
H 1.215 1.584 -2.087  0.326
H 2.954 1.487 -1.810  0.424
H 2.156 3.470 -0.692  0.474
H 2.589 2.284 0.543  0.260
H -0.114 2.915 -0.372  0.256
H 0.513 3.137 1.113  0.231
N -2.646 -0.483 -1.159  -0.405
N -1.932 0.704 -0.795  -0.467
H -3.066 -0.397 -2.079  0.350
H -3.381 -0.659 -0.487  0.053
H -2.554 1.468 -0.539  0.269
H -1.414 0.994 -1.617  0.284
O -0.665 -2.078 0.587  -0.387
P -1.576 -3.183 0.972  -1.579
N -0.728 -4.312 1.875  0.904
C -1.278 -5.262 2.837  -0.230
C -0.172 -6.303 3.057  -0.824
C 1.106 -5.600 2.583  -0.659
C 0.605 -4.736 1.430  -0.287
N -2.857 -2.689 1.865  0.825
C -2.890 -1.331 2.442  0.644
C -4.375 -1.048 2.666  -0.752
C -4.957 -2.439 2.929  -0.902
C -4.191 -3.326 1.951  -0.574
N -2.114 -4.027 -0.366  0.760
C -2.803 -5.325 -0.330  -0.291
C -2.862 -5.762 -1.792  -0.733
C -1.582 -5.165 -2.383  -0.632
C -1.472 -3.819 -1.672  -0.417
H -2.205 -5.718 2.470  0.264
H -1.534 -4.728 3.758  0.390
H -0.362 -7.191 2.455  0.332
H -0.112 -6.614 4.097  0.407
H 1.870 -6.305 2.266  0.407
H 1.515 -4.972 3.375  0.295
H 0.525 -5.337 0.513  0.263
H 1.223 -3.864 1.217  0.098
H -2.410 -0.609 1.767  -0.599
H -2.356 -1.321 3.398  0.159
H -4.833 -0.619 1.772  0.306
H -4.539 -0.369 3.499  0.416
H -6.028 -2.487 2.754  0.437
H -4.762 -2.748 3.956  0.331
H -4.678 -3.316 0.971  0.434
H -4.119 -4.355 2.304  0.284
H -3.785 -5.233 0.134  0.219
H -2.219 -6.048 0.256  0.178
H -3.742 -5.334 -2.274  0.312
H -2.907 -6.844 -1.893  0.400
H -1.635 -5.054 -3.462  0.394
H -0.722 -5.794 -2.149  0.299
H -2.024 -3.035 -2.200  0.324
H -0.450 -3.458 -1.550  0.271
C 0.894 -0.690 3.248  0.944
C 1.019 -0.788 4.810  -0.975
N 1.098 0.554 5.321  -0.069
C 2.275 1.239 4.832  -0.947
C 2.169 1.342 3.263  -0.976
N 0.891 0.739 2.854  0.252
C -0.228 1.453 3.485  -0.398
C -0.106 1.302 5.046  -0.824
H -0.030 -1.169 2.911  -1.148
H 1.740 -1.183 2.765  0.593
H 1.917 -1.342 5.084  0.289
H 0.152 -1.291 5.239  0.463
H 3.169 0.692 5.127  0.310
H 2.321 2.235 5.269  0.333
H 2.991 0.805 2.787  0.514
H 2.203 2.387 2.953  0.451
H -1.182 1.051 3.114  0.119
H -0.170 2.508 3.214  0.594
H -0.968 0.781 5.464  0.293
H -0.037 2.282 5.514  0.306